The ion C9H9Cl3P with charge +1. Source: the Open Molecules 2025 dataset; level of theory: ωB97M-V/def2-TZVPD.

```
22
Properties=species:S:1:pos:R:3:forces:R:3
C -1.377493 1.662422 -1.479056 4.14 1.08 -0.59
C -0.011239 1.908776 -1.529921 -1.62 -0.35 -1.17
C -1.862353 0.760756 -0.601126 -0.57 -3.31 3.35
C 0.909757 1.025378 -0.712517 0.88 2.39 -1.16
C -1.111177 -0.029855 0.192860 1.82 -0.31 -0.22
C 0.322746 -0.145094 -0.098497 -0.90 -0.98 1.30
C 2.155608 1.527802 -0.411762 -3.06 -0.84 -0.75
C 0.919478 -1.346740 0.289791 0.49 1.75 -0.60
C 0.304425 -2.379081 1.170076 2.78 -3.52 -2.83
P 2.482336 -1.882667 -0.215493 0.32 0.49 1.03
Cl 2.428513 -3.794295 -0.577417 0.05 -0.84 -0.29
Cl 3.178730 -1.112566 -1.874526 0.34 0.16 0.08
Cl 3.777753 -1.810728 1.368886 -0.30 0.26 -1.04
H -2.190850 2.101380 -1.920765 -0.89 2.04 -2.03
H 0.310622 2.693080 -2.278773 0.24 -1.01 1.38
H -2.900882 0.576245 -0.504317 -1.06 0.37 0.02
H 2.492678 2.440259 -0.805280 0.23 1.08 -0.77
H -1.453036 -0.686876 0.972759 -0.72 0.00 -0.34
H 2.745774 1.154305 0.348816 1.14 -1.16 1.42
H -0.440500 -2.054417 1.778513 -2.33 0.65 1.40
H 1.073354 -2.844892 1.802476 -0.07 0.43 0.28
H 0.127066 -3.300876 0.466613 -0.89 1.64 1.52
```
Positions in Å, forces in eV/Å.

As for the HOMO-LUMO gap (spin up / spin down): 6.8 / 6.8 eV. As for the energy above the lowest of the compared OMol25 structures with the same formula, charge and spin: 11.4 kJ/mol. Its charge is +1. The strongest force on any atom comes out at 5.30 eV Å⁻¹. The HOMO energy (spin up / spin down) comes out at -0.432 / -0.432 Ha. The energy is -56327.0614 eV. The spin multiplicity is 1. Its LUMO energy (spin up / spin down) is -4.99 / -5.00 eV.